Density functional theory data (ωB97M-V/def2-TZVPD) for a structure of composition C30H55BCoO2P2.

As for the LUMO energy (spin up / spin down): -1.670 / -3.332 eV. For the HOMO-LUMO gap (spin up / spin down), the calculation gives 6.5 / 8.0 eV. As for the net charge: +1. As for the expectation value of S²: 6.023. The energy relative to the best compared isomer or geometry (same formula, charge and spin) is 0.000 eV. The value obtained for the HOMO energy (spin up / spin down) is -8.2 / -11.3 eV. As for the spin multiplicity: 5.

Each line ends with the Löwdin charge.
Cartesian coordinates (Å):
C 0.7191 1.3267 -4.6867  -0.171
H -1.3092 1.8879 -5.1661  0.118
B -0.4864 0.8879 1.7054  -0.555
C 1.7851 -1.8962 2.0396  -0.283
H 2.2685 0.6764 -3.2752  0.077
H -3.2832 1.2306 4.0612  0.104
H -0.7204 0.5701 -6.1459  0.111
H 0.8814 -4.2798 -0.3230  0.074
H -2.9826 3.4087 1.0874  0.087
O 0.2711 1.9304 2.2575  0.025
H 2.4628 -3.4605 -0.2169  0.078
H -1.1108 -2.8711 -1.4368  0.065
H 0.0137 2.8155 4.7475  0.087
H -2.3864 -2.9866 0.9990  0.071
H 0.6626 2.4758 -0.3778  0.072
H 1.3947 -2.3814 -5.8187  0.120
C -0.4394 -1.6895 2.6395  -0.269
C -3.1609 3.1303 2.1300  -0.010
H -3.0334 0.2849 0.0818  0.050
H 0.4951 0.2804 4.4152  0.072
H -1.8059 -2.3651 4.1387  0.110
C -0.0757 3.5755 3.9623  -0.004
H -0.8491 3.7880 0.6265  0.086
C 0.8829 -1.1999 2.9011  -0.270
C -0.3566 -2.6672 1.5971  -0.285
H -2.7107 2.7902 4.6899  0.103
C -0.4412 -2.0397 -1.7019  -0.196
H 1.5454 2.0467 -1.8557  0.080
H 3.6440 -0.9285 2.4952  0.064
C -0.3541 1.0088 -1.6080  -0.344
C -1.5087 0.0265 -4.2061  -0.145
H 3.6340 0.1743 -1.8221  0.055
C 1.3093 -0.3541 4.0438  -0.005
Co 0.3383 -0.8487 0.8143  0.332
C 3.0828 -0.4914 -1.1472  -0.223
H 0.9158 4.0114 3.8000  0.099
H -1.1605 1.7525 -1.6688  0.111
H -2.2488 0.5077 -3.5526  0.099
O -1.8621 1.1477 1.8916  0.040
C 0.9258 1.6409 -1.0442  -0.325
C -2.4189 1.9031 4.1140  -0.016
C -1.6461 -1.4899 3.4808  -0.004
H 1.6360 -0.9854 4.8881  0.108
H 2.1550 0.2929 3.7782  0.087
C -0.5010 4.1152 1.6176  -0.015
H -0.1757 0.6831 -2.6329  0.011
C 3.2616 -1.9097 2.1926  -0.024
H 3.8030 -1.0458 -0.5334  0.047
C -1.4803 -3.5639 1.2225  -0.022
H -0.4811 -1.8927 -2.7875  -0.006
C -1.5185 -1.3156 -4.3354  -0.155
H 0.6670 2.2483 -4.0847  0.105
H -1.6142 1.3925 4.6527  0.074
C -2.0178 2.3253 2.7138  -0.465
H 0.5444 4.4391 1.5284  0.100
P -0.9929 -0.5231 -0.8332  0.888
H -1.5498 -0.6134 4.1319  0.064
C 1.0225 -2.7975 1.2224  -0.283
H -3.1628 -1.4398 -0.3716  0.053
C -0.5944 3.0106 2.6596  -0.467
C -0.7440 0.9450 -5.1119  -0.165
H -1.0973 4.9746 1.9422  0.101
H 1.2563 1.6122 -5.6072  0.126
H 3.5572 -2.6246 2.9790  0.109
P 1.9737 0.4659 -0.0890  0.901
C 1.3865 -1.0340 -4.1761  -0.115
H -1.7282 -4.2356 2.0605  0.105
H 3.5942 2.1985 0.3721  0.064
C 1.4890 0.2813 -3.9266  -0.145
H 1.9336 -1.7814 -3.5909  0.101
C -2.7820 -0.4570 -0.6920  -0.191
H -0.7501 4.3702 4.3002  0.104
C 0.7811 -1.5453 -5.4517  -0.172
H -0.6624 -3.1275 -5.0934  0.113
H 2.5213 -1.2174 -1.7459  0.015
H -2.2754 -1.9179 -3.8185  0.117
H -3.3049 4.0396 2.7264  0.102
H -2.5555 -1.3750 2.8745  0.096
H -1.2360 -4.1855 0.3581  0.072
C 1.6201 -3.8548 0.3659  -0.028
H 0.5971 -2.3152 -1.4602  0.031
C 3.0154 1.4919 0.9873  -0.195
C -0.6832 -2.0544 -5.3399  -0.171
H 3.7664 -2.2186 1.2706  0.069
H -4.0826 2.5375 2.1801  0.101
H 2.0095 -4.6820 0.9805  0.106
H -1.1334 -1.9929 -6.3456  0.126
H 2.3694 2.0476 1.6811  0.044
H 0.8256 -0.7856 -6.2508  0.109
H 3.7035 0.8631 1.5692  0.040
H -3.2476 -0.1721 -1.6426  0.046